(1)
Entry from OMol25: 2 unconnected molecules or ions with the total composition C9H14 at a distorted geometry (wB97M-V/def2-TZVPD).

Properties
total charge = 0
energy = -351.27516 Eh
gap between HOMO and LUMO = 0.369 Ha
HOMO = -9.052 eV
relative energy (zero: lowest compared OMol25 entry of this formula, charge and spin) = 34.53 kcal per mole
E_LUMO = 1.00 eV

Positions of all 23 atoms, in Å:
H -2.32 -1.46 1.90
H 0.03 -1.15 -1.79
H -0.02 -1.97 3.05
C -0.34 3.22 -0.83
C 0.00 -1.19 -0.67
H -1.75 3.01 0.95
H -2.39 3.02 -0.77
H 1.96 -1.78 1.96
C -0.08 -1.69 1.99
H -2.20 -1.28 -0.51
C 2.50 -1.78 -0.91
H 2.65 -2.85 -1.02
C -1.30 -1.45 1.39
H -0.70 3.50 -1.80
C 1.20 -1.62 -0.10
H 2.24 -1.38 -1.93
H -0.02 4.07 -0.18
H 3.28 -1.11 -0.63
C -1.61 2.69 -0.07
C 1.13 -1.71 1.29
C -1.20 -1.24 0.00
H -1.52 1.61 -0.31
H 0.47 2.54 -0.99

(2)
Entry from OMol25: 2 unconnected molecules or ions with the total composition C9H14 at a distorted geometry (wB97M-V/def2-TZVPD).

Properties
total charge = 0
energy = -351.31096 Eh
gap between HOMO and LUMO = 0.367 Ha
HOMO = -8.975 eV
relative energy (zero: lowest compared OMol25 entry of this formula, charge and spin) = 12.07 kcal per mole
E_LUMO = 1.01 eV

Positions of all 23 atoms, in Å:
C -0.91 1.39 -1.05
H -1.88 -1.86 -1.20
H -0.56 2.99 1.92
H 3.69 -0.52 0.77
H 1.35 -2.21 -0.27
H -1.64 -1.05 1.16
C 3.18 -1.25 0.14
H -0.83 1.57 -2.11
H 1.41 -1.53 1.39
H -0.78 3.47 -0.47
H 3.60 -2.21 0.41
C -1.34 0.15 -0.60
H 1.12 -0.46 0.11
C 1.67 -1.36 0.34
H 3.37 -1.06 -0.92
C -0.69 2.44 -0.16
H -1.38 -0.96 -2.54
C -1.88 -0.85 -1.58
C -1.36 -0.07 0.78
C -1.11 0.94 1.68
H -1.31 0.81 2.74
H -2.93 -0.59 -1.74
C -0.80 2.21 1.20

(3)
Entry from OMol25: 2 unconnected molecules or ions with the total composition C9H14 (wB97M-V/def2-TZVPD).

Properties
total charge = 0
energy = -351.32177 Eh
gap between HOMO and LUMO = 0.371 Ha
HOMO = -9.078 eV
relative energy (zero: lowest compared OMol25 entry of this formula, charge and spin) = 5.29 kcal per mole
E_LUMO = 1.02 eV

Positions of all 23 atoms, in Å:
H 1.81 -2.60 0.25
H 2.88 -1.51 -0.66
H 0.13 0.71 -3.06
H -0.63 -2.01 0.70
C -0.72 0.90 -1.12
C -0.46 -0.42 -0.79
H 3.47 -2.84 0.34
C -0.29 1.49 -2.43
H -1.94 -0.60 2.24
C -1.52 -0.19 1.33
H 3.30 -0.12 1.26
H 0.54 2.18 -2.26
H -1.10 1.97 -2.97
C -1.85 1.12 1.01
H 0.11 -1.03 -1.48
C 2.74 -2.03 0.28
H -1.67 2.69 -0.45
H -2.41 1.73 1.70
C 2.74 -1.04 1.44
C -1.43 1.67 -0.19
H 1.73 -0.67 1.60
H 3.15 -1.48 2.35
C -0.82 -0.97 0.43

(4)
Entry from OMol25: 2 unconnected molecules or ions with the total composition C9H14 at a distorted geometry (wB97M-V/def2-TZVPD).

Properties
total charge = 0
energy = -351.25407 Eh
gap between HOMO and LUMO = 0.362 Ha
HOMO = -8.885 eV
relative energy (zero: lowest compared OMol25 entry of this formula, charge and spin) = 47.77 kcal per mole
E_LUMO = 0.97 eV

Positions of all 23 atoms, in Å:
C -1.18 2.12 -1.92
C -0.28 -1.53 0.69
C -0.14 -1.13 1.99
H -1.92 2.58 -2.52
C 2.03 -0.93 0.20
C -1.40 -2.19 0.03
H 0.61 -1.54 -1.25
H -1.16 -3.20 -0.38
H -1.52 -1.56 -0.92
H 3.25 -0.34 1.74
H -0.48 2.68 0.04
H -0.68 1.56 -2.88
C 1.23 -0.89 2.42
C 0.78 -1.37 -0.18
H -0.78 3.88 -1.07
H 1.29 -0.55 3.50
H -1.02 -1.01 2.67
H -2.29 -2.24 0.66
C 2.32 -0.66 1.52
H 2.78 -0.83 -0.59
H 0.65 2.95 -1.36
H -1.71 1.31 -1.47
C -0.38 2.92 -0.94

(5)
Entry from OMol25: 2 unconnected molecules or ions with the total composition C9H14 at a distorted geometry (wB97M-V/def2-TZVPD).

Properties
total charge = 0
energy = -351.26209 Eh
gap between HOMO and LUMO = 0.368 Ha
HOMO = -9.016 eV
relative energy (zero: lowest compared OMol25 entry of this formula, charge and spin) = 42.73 kcal per mole
E_LUMO = 0.99 eV

Positions of all 23 atoms, in Å:
H -2.36 -0.81 1.41
H 0.46 2.27 2.83
H -2.34 -0.50 -3.85
C 1.20 0.59 1.70
C -0.29 -1.21 1.12
H -2.20 -1.07 -2.11
H -1.87 -2.03 -3.45
C -1.10 0.82 2.21
H -0.34 0.55 -2.49
C -1.36 -0.41 1.59
C -1.78 -0.99 -3.05
C 1.06 -0.72 1.07
H 3.22 0.57 1.10
H 0.09 -0.08 -3.83
H 2.53 2.22 1.02
C 2.52 1.31 1.64
H -1.89 1.46 2.51
H 3.14 1.73 2.43
H 1.72 -1.38 0.67
C -0.39 -0.47 -2.98
H 0.20 -1.11 -2.32
C 0.22 1.34 2.30
H -0.45 -2.09 0.49

(6)
Entry from OMol25: 2 unconnected molecules or ions with the total composition C9H14 at a distorted geometry (wB97M-V/def2-TZVPD).

Properties
total charge = 0
energy = -351.26042 Eh
gap between HOMO and LUMO = 0.361 Ha
HOMO = -8.862 eV
relative energy (zero: lowest compared OMol25 entry of this formula, charge and spin) = 43.78 kcal per mole
E_LUMO = 0.96 eV

Positions of all 23 atoms, in Å:
C -0.59 0.77 3.28
H -1.83 0.42 -0.88
H 1.83 0.52 -2.88
H -0.23 -1.20 2.60
H -0.37 2.70 -1.28
H 1.37 -0.31 2.86
C -0.10 2.13 -2.15
C 1.38 -1.35 -2.04
H -1.71 -1.97 -0.61
H 0.73 2.50 -2.70
H 0.08 1.58 3.80
C 0.32 -0.53 3.33
H 2.29 -1.85 -2.03
C -1.01 -0.05 -1.24
H -1.14 0.88 2.37
C -0.97 -1.43 -1.07
H 0.46 -3.00 -1.07
H 0.43 -1.04 4.20
C 0.05 0.66 -1.79
C 1.14 -0.02 -2.25
H -0.98 2.05 -2.90
C 0.28 -1.99 -1.45
H -1.41 0.52 3.92

(7)
Entry from OMol25: 2 unconnected molecules or ions with the total composition C9H14 at a distorted geometry (wB97M-V/def2-TZVPD).

Properties
total charge = 0
energy = -351.30470 Eh
gap between HOMO and LUMO = 0.369 Ha
HOMO = -9.005 eV
relative energy (zero: lowest compared OMol25 entry of this formula, charge and spin) = 16.00 kcal per mole
E_LUMO = 1.05 eV

Positions of all 23 atoms, in Å:
H 1.21 -0.27 -0.61
C -1.60 -0.61 0.17
H 3.26 -1.59 -0.64
H -1.60 2.03 -1.23
H 2.15 -2.21 -1.88
H 0.59 -1.40 2.58
C 1.81 -0.15 -1.51
C -2.34 1.78 -0.48
C -0.85 -1.43 1.01
H 3.48 -1.10 -2.35
H 1.15 -0.09 -2.38
H -2.10 -1.08 -0.66
C -1.67 0.77 0.47
C 2.75 -1.36 -1.57
H -0.86 -2.50 1.07
C -1.04 1.32 1.57
H -3.14 1.30 -1.06
H 2.34 0.79 -1.49
C -0.07 0.56 2.22
H -1.06 2.39 1.69
H 0.51 1.02 3.02
H -2.83 2.59 0.06
C -0.10 -0.78 2.00

(8)
Entry from OMol25: 2 unconnected molecules or ions with the total composition C9H14 at a distorted geometry (wB97M-V/def2-TZVPD).

Properties
total charge = 0
energy = -351.31832 Eh
gap between HOMO and LUMO = 0.370 Ha
HOMO = -9.046 eV
relative energy (zero: lowest compared OMol25 entry of this formula, charge and spin) = 7.45 kcal per mole
E_LUMO = 1.02 eV

Positions of all 23 atoms, in Å:
C 2.14 -0.97 -1.22
H 2.99 -1.58 -0.92
H -0.94 2.85 -2.48
H 0.17 -0.58 3.06
H 2.19 -0.58 1.47
H -0.84 3.59 0.47
C -1.29 -1.47 0.22
C 1.03 -1.11 -0.21
C -1.45 3.01 -1.53
H 1.79 -1.32 -2.18
H -2.25 -1.82 -0.13
C -0.39 3.15 -0.41
H -2.02 -1.16 2.20
H -2.12 2.17 -1.34
H -0.11 2.14 -0.11
H 0.47 3.74 -0.72
C -1.17 -1.10 1.55
C 0.12 -0.79 2.03
C 1.17 -0.79 1.14
H 2.45 0.06 -1.37
H -0.40 -1.98 -1.63
H -2.03 3.93 -1.60
C -0.22 -1.54 -0.66